w | 19
Properties=species:S:1:pos:R:3 method="wB97M-V/def2-TZVPD" orbital_gap_ev=9.7 charge=+1 molar_mass_g_mol=115.16 e_lumo_ev=-3.826
C 1.99349 2.28689 -1.29535
C -1.30942 -1.74976 1.84441
C 0.80035 -0.90676 1.11811
C -2.30385 -0.63169 -0.63933
N 1.17724 1.71889 -0.71063
N -0.60015 -1.02354 1.04665
N 2.98465 2.87576 -1.89436
N -1.05677 -0.35903 -0.08891
H -0.92698 -2.33800 2.56111
H -2.43420 -1.70045 1.73359
H 1.17794 0.07705 1.38478
H 1.05523 -1.41728 2.07646
H 1.26803 -1.38734 0.33005
H -2.35355 0.06682 -1.56814
H -2.41657 -1.79388 -0.86711
H -3.08673 -0.41100 0.02125
H 3.03596 2.63475 -2.98212
H 3.29006 3.77913 -1.62175
H -0.29475 0.27944 -0.44872


x | 19
Properties=species:S:1:pos:R:3 method="wB97M-V/def2-TZVPD" orbital_gap_ev="8.6 / 8.6" charge=+1 molar_mass_g_mol=115.16 e_lumo_ev="-5.431 / -5.432"
C -1.27294 -0.51180 0.20095
C 0.02108 0.61589 0.11736
C -0.37843 1.66615 -0.96275
C 2.05523 -0.40187 0.90020
N -1.01706 -1.63159 -0.24582
N 1.16619 -0.01507 -0.20075
N -2.34622 0.08534 0.65516
N 0.21899 -1.92014 -0.59240
H 0.11655 1.05306 1.05483
H -1.09020 1.27495 -1.65052
H 0.53511 2.04783 -1.53542
H -0.55262 2.61006 -0.57734
H 2.66550 -1.22314 0.51245
H 2.69562 0.60036 1.12845
H 1.38303 -0.60376 1.88941
H -2.19303 0.99011 0.99527
H -3.28281 -0.09317 0.25204
H 0.73220 -2.80856 -0.33919
H 0.54382 -1.73466 -1.60192


y | 19
Properties=species:S:1:pos:R:3 method="wB97M-V/def2-TZVPD" orbital_gap_ev=10.2 charge=+1 molar_mass_g_mol=115.16 e_lumo_ev=-2.889
C -1.04238 1.52465 -0.69006
C -2.17382 0.87714 -0.27606
C 0.02552 0.58976 -0.71994
C 0.19829 -1.97366 -0.23259
N -0.51035 -0.62037 -0.40984
N 1.27072 0.69483 -1.09954
N 1.43781 0.45766 1.52141
N -1.84538 -0.42597 -0.16200
H -0.97674 2.60590 -0.90847
H -3.08990 1.23136 0.09697
H 0.14540 -2.58185 -1.11695
H 1.24741 -1.71692 -0.00150
H -0.33810 -2.47453 0.70749
H 1.86962 -0.14909 -1.15950
H 1.60257 1.43519 -1.66343
H 1.22226 -0.29628 2.17718
H 0.79526 1.14932 1.82668
H 2.38168 0.78381 1.63481
H -2.21987 -1.11098 0.47532


Short version: y is the most stable of them.


w | 13
Properties=species:S:1:pos:R:3 method="wB97M-V/def2-TZVPD" orbital_gap_ev=11.2 smiles=CC#C[NH2+]C charge=+1 molar_mass_g_mol=70.11 e_lumo_ev=-3.725
C 2.78758 -0.06724 0.05716
C 1.37309 0.21106 -0.07546
C 0.16924 0.37947 -0.05470
N -1.16161 0.72502 -0.20299
C -2.06563 -0.33950 0.29531
H 3.15372 -0.22754 -0.98542
H 3.32445 0.89881 0.26440
H 3.08542 -0.85439 0.73637
H -1.27256 0.90338 -1.14092
H -1.32132 1.59859 0.30138
H -3.04390 -0.20454 -0.05497
H -1.64566 -1.29395 -0.29725
H -2.07899 -0.55425 1.31628


x | 13
Properties=species:S:1:pos:R:3 method="wB97M-V/def2-TZVPD" orbital_gap_ev=9.6 smiles="C=[NH+]C(=C)C" charge=+1 molar_mass_g_mol=70.11 e_lumo_ev=-5.342
C -1.27786 0.95464 1.26189
N -0.13222 0.52339 0.93325
C 0.16975 -0.31314 -0.24596
C -0.63685 -1.33633 -0.46445
C 1.42656 0.08335 -0.93727
H -1.33738 1.51867 2.18098
H -2.07042 0.70881 0.57414
H 0.70044 0.70279 1.49291
H -1.58423 -1.52909 0.01969
H -0.44861 -1.94705 -1.34172
H 1.95919 0.88948 -0.44431
H 2.03504 -0.79331 -1.13092
H 1.19659 0.53778 -1.89824


y | 13
Properties=species:S:1:pos:R:3 method="wB97M-V/def2-TZVPD" orbital_gap_ev=7.0 charge=+1 molar_mass_g_mol=70.11 e_lumo_ev=-6.951
C 2.15698 -0.52635 -0.17449
C 0.89981 -0.00771 0.27369
C 0.02658 0.95674 -0.05157
N -1.28063 0.84200 -0.01046
C -1.87628 -0.45244 0.30316
H 2.06240 -1.53528 -0.59301
H 2.89603 -0.49485 0.61844
H 2.52868 0.10498 -0.99311
H -2.57277 -0.41234 1.13707
H 0.42089 1.85518 -0.51701
H -1.88452 1.62950 -0.18605
H -1.01586 -1.00697 0.71791
H -2.36130 -0.95244 -0.52456


Short version: x is the most stable of them.